# 1
{"formula": "C2H2O3S2", "method": "ωB97M-V with the def2-TZVPD basis set", "elements": ["C", "C", "O", "O", "O", "S", "S", "H", "H"], "coordinates": [[-1.486846, 0.099402, 0.475588], [1.425366, -0.130155, -0.632188], [-3.953854, 0.152017, 0.587853], [3.944836, 0.091487, 0.227728], [0.243111, 0.248904, -0.841651], [-2.838639, 0.431052, -0.343506], [2.571392, 0.667821, 0.334662], [-1.593479, -0.498279, 1.400491], [1.688115, -1.062247, -1.208975]], "forces_ev_per_angstrom": [[-1.171, -0.604, -0.046], [-2.467, -1.969, -2.547], [-0.456, 0.016, -0.444], [-0.965, -0.200, -0.319], [2.179, 0.507, 0.784], [0.872, 0.000, 0.981], [0.829, 1.158, 1.044], [0.597, 0.482, -0.256], [0.583, 0.609, 0.803]], "orbital_gap_ev": [6.74, 8.17], "e_tot_ev": -29912.765, "homo_energy_ev": [-9.531, -9.561]}

# 2
{"formula": "C9H9ClS2", "method": "ωB97M-V with the def2-TZVPD basis set", "elements": ["C", "C", "C", "C", "C", "C", "C", "C", "C", "S", "S", "Cl", "H", "H", "H", "H", "H", "H", "H", "H", "H"], "coordinates": [[1.004625, 1.662083, -1.561922], [1.713411, 1.247385, -2.619127], [0.642967, 0.635493, -0.644927], [1.095041, -0.606184, -1.007742], [-0.223079, 0.625640, 0.522482], [-0.506851, -0.584332, 1.018823], [0.628277, -1.698344, -0.255535], [-0.757659, 1.896493, 1.200204], [-1.373763, -1.179201, 2.075879], [2.022886, -0.548731, -2.473641], [-0.858463, -2.511204, -0.896220], [-0.044801, -3.837766, -2.246922], [0.785425, 2.670607, -1.447444], [2.034876, 1.897036, -3.313110], [1.253699, -2.293235, 0.521445], [-0.721067, 1.789678, 2.240205], [-1.754993, 2.292878, 0.764217], [-0.048822, 2.695462, 1.138134], [-1.464222, -0.639882, 3.045664], [-0.998099, -2.246785, 2.258920], [-2.429388, -1.267091, 1.680617]], "forces_ev_per_angstrom": [[0.029, -1.163, 0.473], [-0.672, -3.973, 2.697], [-0.002, -0.099, -0.239], [1.138, 1.873, -1.456], [-0.902, 0.401, 1.244], [2.001, -1.046, -2.235], [-2.972, -1.209, 4.688], [-0.697, 0.202, -2.258], [-0.469, -1.481, -0.195], [-0.492, 1.820, -0.204], [1.086, 0.154, 0.360], [-0.035, -0.010, -0.048], [-0.572, 1.657, 0.311], [1.488, 1.507, -2.743], [-0.886, 0.883, -1.816], [-0.974, -0.637, 1.688], [1.538, -0.867, 0.952], [0.581, 0.669, -0.856], [0.481, -0.146, -0.730], [-0.679, 1.509, -0.002], [1.011, -0.042, 0.366]], "orbital_gap_ev": 8.55, "e_tot_ev": -43669.015, "homo_energy_ev": -8.192}

# 3
{"formula": "C39H42Br3N5O16", "method": "ωB97M-V with the def2-TZVPD basis set", "elements": ["C", "C", "C", "C", "C", "C", "N", "O", "O", "H", "H", "H", "H", "H", "C", "C", "C", "C", "C", "C", "N", "O", "O", "H", "H", "H", "H", "H", "C", "C", "C", "C", "C", "C", "N", "O", "O", "H", "H", "H", "H", "H", "C", "C", "C", "C", "C", "C", "N", "O", "O", "H", "H", "H", "H", "H", "C", "C", "C", "C", "C", "C", "N", "O", "O", "H", "H", "H", "H", "H", "C", "C", "O", "C", "O", "O", "C", "H", "H", "H", "H", "H", "H", "H", "H", "C", "C", "O", "C", "O", "O", "C", "H", "H", "H", "H", "H", "H", "H", "H", "C", "Br", "Br", "Br", "H"], "coordinates": [[-2.662826, 4.019503, -5.143528], [-3.659194, 3.279114, -5.713878], [-3.878905, 1.952541, -5.354704], [-2.988280, 1.277006, -4.453642], [-2.041249, 2.106363, -3.849090], [-1.839268, 3.457714, -4.183191], [-3.194839, -0.164133, -4.100622], [-2.425666, -0.677473, -3.234472], [-4.014408, -0.865847, -4.706116], [-2.543528, 5.078008, -5.321695], [-4.377770, 3.788305, -6.339012], [-4.782602, 1.483297, -5.714625], [-1.237621, 1.669889, -3.274580], [-1.043393, 4.009765, -3.705472], [1.344556, 2.133122, -2.552746], [1.758887, 2.309221, -3.853649], [1.857960, 3.603074, -4.366564], [1.564295, 4.731128, -3.507628], [1.121735, 4.474558, -2.208127], [1.051415, 3.204637, -1.691330], [1.818809, 6.140434, -3.962728], [1.647785, 7.025305, -3.118942], [2.140473, 6.353005, -5.146485], [1.294199, 1.096524, -2.253869], [1.928575, 1.453981, -4.490957], [2.230058, 3.790061, -5.363045], [0.951975, 5.362327, -1.616993], [0.827924, 3.160704, -0.635616], [-0.793231, 1.208916, 4.485717], [0.531881, 1.654822, 4.130108], [1.393803, 2.141273, 5.082958], [1.110512, 1.994523, 6.487483], [-0.191698, 1.562098, 6.816301], [-1.120688, 1.188759, 5.836142], [2.092045, 2.380991, 7.545162], [3.290413, 2.344578, 7.322350], [1.666590, 2.689681, 8.666748], [-1.425205, 0.833375, 3.694525], [0.956707, 1.612865, 3.138057], [2.351013, 2.567194, 4.820767], [-0.356223, 1.468842, 7.879611], [-1.974039, 0.606393, 6.150839], [-5.558481, -4.840900, -2.553030], [-5.116346, -5.841375, -1.706577], [-4.107654, -5.583903, -0.821778], [-3.485722, -4.345195, -0.900515], [-3.905832, -3.322665, -1.739792], [-4.945588, -3.599971, -2.615797], [-2.230093, -4.159838, -0.124089], [-1.885841, -4.986416, 0.712196], [-1.614721, -3.107635, -0.285830], [-6.303916, -4.992294, -3.319708], [-5.622694, -6.788614, -1.819524], [-3.794814, -6.410705, -0.201344], [-3.428517, -2.360091, -1.849347], [-5.262923, -2.771763, -3.232051], [3.923312, -2.823491, 4.283485], [2.723763, -2.581721, 3.579347], [1.757317, -3.578442, 3.576876], [1.967274, -4.780244, 4.253053], [3.186156, -5.015837, 4.871923], [4.133309, -3.977948, 4.940143], [0.891221, -5.817674, 4.304622], [0.826000, -6.531143, 5.278935], [0.119446, -5.885367, 3.370298], [4.637563, -2.017184, 4.361713], [2.488260, -1.656624, 3.074236], [0.908237, -3.340690, 2.953233], [3.285289, -5.962743, 5.381782], [5.012092, -4.051992, 5.563561], [-1.473042, 7.726883, -3.422462], [-1.437856, 7.505751, -1.878043], [-2.344186, 6.537938, -1.443197], [-2.050028, 5.689460, -0.517739], [-0.975217, 5.667741, 0.095821], [-3.090108, 4.701272, -0.487581], [-2.898874, 3.466296, 0.053074], [-0.680630, 8.448438, -3.621335], [-2.530623, 7.900337, -3.621274], [-1.170299, 6.883012, -4.042417], [-1.745613, 8.444291, -1.417036], [-0.392214, 7.285832, -1.662705], [-2.568794, 3.454890, 1.091826], [-2.108152, 2.989253, -0.525962], [-3.810873, 2.869531, 0.038091], [6.789339, -4.982097, 0.619074], [5.319070, -5.269406, 0.723989], [4.533863, -4.099806, 0.336465], [3.144923, -4.101547, 0.400918], [2.456330, -3.149791, 0.236954], [2.698365, -5.377307, 0.383967], [1.236632, -5.504579, 0.517980], [7.084420, -4.114222, 1.208834], [6.984765, -4.811898, -0.439669], [7.454681, -5.764370, 0.984416], [5.015142, -5.625381, 1.708371], [5.178125, -6.073075, 0.001243], [1.032474, -5.045275, 1.485175], [0.918656, -6.547072, 0.503998], [0.761082, -4.906103, -0.259048], [0.430796, -0.645083, 0.146584], [-0.423597, -1.366361, 1.773287], [1.985327, 0.555158, 0.649091], [-1.037471, 0.400721, -0.719104], [0.736514, -1.517406, -0.431065]], "forces_ev_per_angstrom": [[0.975, 0.762, 1.066], [-0.953, -0.614, 0.153], [0.422, -0.944, 0.636], [-1.560, 1.969, -0.813], [1.534, -0.754, -0.237], [-0.827, -1.270, -0.255], [1.410, -2.099, 0.729], [-1.695, 1.840, -1.855], [0.776, 1.911, 0.640], [-0.109, 0.065, -0.429], [-0.038, -0.200, -0.241], [0.172, -0.368, -0.140], [-0.310, -0.261, 0.530], [-0.032, -0.027, 0.030], [0.015, -0.369, 0.866], [-0.515, 1.370, -0.512], [0.118, 1.864, 0.934], [0.556, -2.311, -1.210], [0.757, 1.824, -0.704], [0.154, -0.303, -0.779], [-0.346, 0.443, -0.641], [0.322, -0.972, -1.057], [-0.505, -0.667, 2.185], [-0.094, 0.100, 0.521], [0.175, 0.013, -0.005], [-0.090, 0.026, -0.089], [-0.176, -0.175, 0.409], [-0.220, -0.637, -0.053], [2.389, 0.533, -0.024], [-1.318, 0.009, 0.542], [0.793, -0.411, 2.440], [-1.663, 0.454, -2.061], [1.773, 0.300, 0.428], [0.652, -0.761, -0.151], [0.050, 0.173, 1.569], [-0.684, -0.115, -0.979], [-0.352, -0.443, -1.526], [-0.211, -0.060, 0.190], [-0.627, 0.090, -0.319], [0.145, -0.164, -0.185], [-0.519, -0.132, 0.025], [-0.461, 0.528, 0.088], [0.074, 0.748, -1.341], [-1.247, 0.297, -0.788], [0.436, -0.444, -0.111], [0.762, -0.088, 0.413], [0.152, -0.343, -0.415], [0.067, 0.270, 1.240], [0.306, 1.061, 1.194], [-0.536, -0.002, -0.914], [-0.501, -0.907, -0.659], [-0.344, -0.494, 0.220], [0.221, -0.243, 0.480], [0.452, 0.397, 0.294], [0.363, -0.145, 0.443], [-0.206, -0.322, -0.384], [-1.069, 2.307, -1.052], [0.382, -1.147, 0.715], [-0.019, 0.418, -0.582], [0.531, 0.319, -0.325], [-0.680, 0.153, 0.575], [-0.112, -1.863, 0.586], [0.100, 0.249, -0.241], [0.440, -0.051, 0.365], [0.037, 0.324, -0.089], [0.175, 0.014, -0.032], [0.281, 0.070, -0.065], [-0.446, -0.539, 0.372], [0.304, 0.026, 0.152], [0.125, -0.415, -0.107], [-0.461, -1.018, 1.377], [1.589, 1.189, -1.409], [-1.838, -0.428, -0.876], [1.895, -2.996, 1.377], [-2.786, -0.496, -0.800], [0.624, 4.493, -0.830], [1.530, -1.743, 0.966], [-0.758, 0.674, -0.192], [0.302, 0.864, -0.740], [-0.028, -0.516, 0.422], [0.273, 0.039, 0.094], [-0.264, -0.230, 0.727], [0.117, 0.350, 0.167], [-0.060, -0.513, 0.066], [-0.114, 0.347, -0.434], [0.285, 1.122, 0.081], [-0.491, -0.759, -0.184], [-0.945, 0.414, 0.691], [1.792, -2.668, -1.611], [-0.047, 1.213, 0.490], [-0.316, -0.080, 0.429], [0.675, 1.180, 0.409], [-0.111, 0.280, -0.194], [0.399, 0.190, 0.104], [-0.486, -0.442, -0.138], [-0.097, 0.179, 0.014], [-0.720, -0.048, 0.084], [-0.531, -0.315, -0.302], [0.519, 0.133, -0.088], [-0.022, -0.225, -0.019], [-0.870, 0.943, 1.207], [0.757, 0.494, -0.272], [-1.173, -1.189, -0.572], [1.258, -0.766, 0.393], [0.174, 0.455, -0.096]], "orbital_gap_ev": 8.62, "e_tot_ev": -291445.564, "homo_energy_ev": -9.869}

# 4
{"formula": "C4H6N2O", "method": "ωB97M-V with the def2-TZVPD basis set", "elements": ["O", "C", "N", "C", "C", "C", "N", "H", "H", "H", "H", "H", "H"], "coordinates": [[-0.082429, 1.811056, 1.137214], [-0.660522, 0.987964, 0.462961], [-0.837465, 1.068654, -0.954941], [0.424685, 0.247586, -0.986037], [-0.135479, -1.019232, -0.312391], [0.278687, -1.176633, 1.102075], [-0.900676, -0.383217, 0.775633], [-0.655378, 2.020774, -1.262061], [1.044133, 0.816677, -0.202821], [0.927268, 0.215988, -1.945217], [-0.628782, -1.823972, -0.867433], [0.045756, -2.100343, 1.624645], [1.180203, -0.665303, 1.428374]], "forces_ev_per_angstrom": [[-1.612, -0.117, 0.424], [-0.449, 0.717, 1.005], [0.460, 0.307, 0.305], [0.665, 0.094, -0.160], [0.197, 0.128, -0.114], [0.224, -0.026, 0.253], [-0.202, 0.160, 0.122], [0.068, -0.004, 0.177], [0.640, -1.569, -1.847], [-0.200, -0.296, -0.196], [0.279, 0.445, 0.064], [0.063, 0.158, -0.077], [-0.133, 0.003, 0.043]], "orbital_gap_ev": 10.71, "e_tot_ev": -9270.327, "homo_energy_ev": -9.721}